# 1
40
Properties=species:S:1:pos:R:3:forces:R:3 method="wB97M-V/def2-TZVPD" homo_ha=-0.325 lumo_ha=-0.004 e_above_lowest_ev=13.4489 smiles="CCNS(=O)(=O)c1ccc(NC(=O)Cc2ccc(F)cc2)cc1" total_energy_ha=-1452.7103
C 4.86573 2.09469 0.31787 -2.26 2.26 0.53
C 5.75447 0.81721 0.55440 -1.98 3.90 -3.28
N 5.42100 -0.15162 -0.38513 -5.24 -2.77 2.57
S 4.47968 -1.59231 0.19742 -3.47 2.82 -6.22
O 4.70077 -1.91088 1.47428 2.26 -0.33 9.77
O 4.63880 -2.72782 -0.62743 0.57 -0.07 -3.02
C 2.65509 -1.12948 0.16853 4.33 -3.35 -12.35
C 2.06842 -0.33806 0.91073 -2.29 3.33 9.36
C 0.75725 0.15591 0.74696 2.24 1.27 6.23
C 0.22652 -0.08025 -0.40397 -10.59 5.91 3.49
N -1.11298 0.41176 -0.78423 -0.59 1.11 3.90
C -2.00153 1.13430 0.27265 0.94 -3.38 -9.25
O -1.60227 1.40391 1.29963 1.00 1.65 5.30
C -3.32267 1.37815 -0.40851 7.05 8.92 -3.89
C -4.18784 0.45676 -0.23613 -11.94 -10.80 5.56
C -3.93945 -0.89599 0.28128 -0.97 1.82 -2.84
C -4.90440 -1.91875 0.34613 -4.23 7.40 1.11
C -6.31480 -1.48510 0.51995 4.66 -4.79 -2.11
F -7.11442 -2.70767 0.62220 0.40 3.56 -0.06
C -6.61425 -0.18812 0.08841 -1.01 -5.60 2.42
C -5.71136 0.70599 -0.05703 7.42 7.26 -5.68
C 0.79976 -0.49891 -1.40667 8.25 -6.78 -9.54
C 2.03397 -1.07997 -1.32913 4.36 -3.75 2.45
H 5.05812 2.89491 1.21490 -0.04 -1.63 -2.50
H 5.04227 2.48842 -0.74991 -0.01 -0.13 1.83
H 3.63123 2.02545 0.37268 3.23 -0.63 -0.09
H 6.71563 1.23556 0.56075 1.74 -0.41 0.14
H 5.38107 0.48283 1.39184 -0.73 -1.76 5.23
H 5.91925 -0.56168 -1.03834 3.74 -1.63 -3.96
H 2.56470 -0.38603 1.96255 -1.05 1.11 -1.34
H 0.32130 0.67825 1.65768 0.45 -0.93 -1.89
H -1.49044 0.14911 -1.69453 0.19 0.14 0.65
H -3.62080 2.34035 -0.02176 -0.49 0.50 0.10
H -3.17639 1.64157 -1.62491 0.06 -0.69 2.92
H -2.94476 -1.24243 0.34234 1.22 -0.18 0.12
H -4.53059 -2.75563 0.67335 1.26 -5.05 1.38
H -7.57708 -0.04812 -0.02166 -4.86 1.44 -0.62
H -5.95963 1.82909 -0.72770 0.18 -3.32 2.62
H 0.39234 -0.74770 -2.34327 -1.24 0.56 -1.11
H 2.69828 -1.87771 -2.11623 -2.54 3.00 2.05

---

# 2
40
Properties=species:S:1:pos:R:3:forces:R:3 method="wB97M-V/def2-TZVPD" homo_ha=-0.310 lumo_ha=-0.015 smiles="Ic1ccc2nccnc2c1.O=C1CCCO1.O=C1CCCO1" total_energy_ha=-1328.0212
I 0.91180 -1.62924 -1.89163 0.19 0.77 0.85
C 1.42920 -0.16292 -0.41641 0.92 2.68 1.83
C 1.53205 -0.55723 1.04568 0.54 2.73 -0.46
C 1.89791 0.45839 2.01396 -0.29 -0.66 -2.08
C 2.18080 1.88650 1.62316 -0.33 -1.46 -0.15
N 2.51127 2.76819 2.64652 0.13 1.65 -2.79
C 2.77423 4.01447 2.16828 -0.18 -0.94 -0.79
C 2.71588 4.38211 0.72476 -0.12 -0.43 0.16
N 2.37106 3.54925 -0.29488 0.44 -0.12 3.67
C 2.10443 2.27917 0.20391 -0.68 -2.10 -0.58
C 1.70501 1.21879 -0.78965 -0.14 -1.58 1.01
H 1.31106 -1.60317 1.35687 0.26 1.06 -0.24
H 1.98637 0.15147 3.09151 -0.12 0.56 -1.30
H 3.07934 4.79629 2.91077 -0.38 -0.82 -0.82
H 2.98225 5.43936 0.44827 -0.35 -1.22 0.30
H 1.63259 1.50682 -1.87353 0.14 -0.20 1.34
O 0.47202 -1.54534 4.67651 -0.14 0.29 -0.43
C -0.38420 -0.70515 4.70251 0.52 -0.32 0.32
C -1.29230 -0.39942 5.86835 -0.53 0.07 -0.13
C -2.38200 0.43013 5.21396 -0.38 0.06 0.27
C -1.64228 1.08927 4.06837 -0.23 0.34 -0.12
O -0.63864 0.14316 3.67309 -0.03 -0.28 0.19
H -0.73482 0.17335 6.61231 0.05 -0.13 0.01
H -1.68866 -1.31363 6.30615 0.33 0.01 0.11
H -2.85624 1.14401 5.88786 0.04 0.02 -0.09
H -3.16018 -0.23021 4.82177 0.04 0.07 0.01
H -1.14710 2.01600 4.37109 0.02 -0.05 -0.02
H -2.29887 1.29969 3.22430 0.24 -0.06 -0.09
O -0.87431 -4.09043 -3.95763 -0.21 0.47 0.06
C -1.15597 -3.34108 -4.85057 0.09 -0.64 0.21
C -0.57962 -3.36709 -6.24536 0.13 0.51 -0.20
C -0.98092 -2.00464 -6.78148 0.23 0.12 -0.41
C -2.25937 -1.72149 -6.02062 -0.19 0.29 -0.20
O -2.08965 -2.35917 -4.74698 0.21 -0.18 0.10
H -1.04475 -4.17988 -6.80688 0.09 -0.07 0.09
H 0.50173 -3.48812 -6.21985 -0.12 -0.32 0.08
H -1.10910 -1.97793 -7.86387 -0.07 0.03 0.07
H -0.21953 -1.26674 -6.51462 -0.08 -0.02 -0.02
H -3.13834 -2.14995 -6.51009 0.03 -0.01 0.04
H -2.42215 -0.65358 -5.87591 -0.08 -0.13 0.21